[1]
{
  "formula": "C3H14O4",
  "method": "wB97M-V/def2-TZVPD",
  "spin_multiplicity": 1,
  "de_lowest_kj_mol": 81.2,
  "smiles": "CC(C)O.O.O.O",
  "homo_lumo_gap_ev": 10.89,
  "symbols": ["C", "C", "C", "O", "H", "H", "H", "H", "H", "H", "H", "H", "O", "H", "H", "O", "H", "H", "O", "H", "H"],
  "xyz": [[7.73288, 2.69754, 11.29947], [6.59432, 3.18882, 10.33956], [7.01212, 4.38652, 9.47796], [6.23288, 2.09789, 9.55262], [8.62112, 2.33688, 10.78077], [7.37804, 1.82368, 11.84589], [8.15164, 3.49526, 11.91294], [5.75620, 3.51104, 10.95747], [6.08374, 4.78088, 9.06485], [7.67192, 4.06540, 8.67194], [7.57988, 5.17678, 9.96911], [6.94214, 1.81416, 8.97119], [3.13204, 4.80658, 8.43453], [2.87370, 4.02420, 8.92175], [3.36880, 5.44246, 9.10969], [4.58778, 2.45258, 4.39917], [4.52830, 3.30660, 3.97098], [4.84141, 2.65298, 5.30014], [5.52764, 3.42692, 6.71723], [5.44856, 3.16868, 7.63554], [6.46170, 3.59692, 6.59532]]
}


[2]
{
  "formula": "C20H31BrNO14S3",
  "method": "wB97M-V/def2-TZVPD",
  "spin_multiplicity": 1,
  "total_charge": -1,
  "homo_lumo_gap_ev": 7.44,
  "symbols": ["O", "S", "O", "S", "N", "S", "O", "O", "Br", "H", "O", "C", "O", "C", "C", "C", "H", "H", "H", "H", "H", "H", "O", "C", "O", "C", "C", "C", "H", "H", "H", "H", "H", "H", "O", "C", "O", "C", "C", "C", "H", "H", "H", "H", "H", "H", "O", "C", "O", "C", "C", "C", "H", "H", "H", "H", "H", "H", "O", "C", "O", "C", "C", "C", "H", "H", "H", "H", "H", "H"],
  "xyz": [[1.22814, 3.96345, 2.61746], [1.08869, 2.71600, 1.91593], [1.67318, 1.56041, 2.53094], [-0.98558, 2.41570, 1.84883], [1.65171, 2.97099, 0.42969], [1.11094, 2.21086, -0.84532], [-0.17105, 2.67092, -1.29709], [2.15178, 2.21252, -1.83988], [0.86581, 0.04028, -0.36553], [-0.99261, 1.14126, 2.23958], [-1.94762, 0.41708, 4.29106], [-3.12858, 0.53200, 4.18343], [-3.75585, 0.41629, 2.98300], [-5.14911, 0.72124, 3.11447], [-5.47170, 0.49474, 4.58899], [-4.14800, 0.86162, 5.25905], [-5.30342, 1.75917, 2.80932], [-5.70978, 0.07282, 2.44508], [-6.32488, 1.07806, 4.93316], [-5.69052, -0.55747, 4.76665], [-4.07579, 1.92909, 5.47453], [-3.94780, 0.29280, 6.16304], [0.07793, -3.88433, -0.58033], [1.25015, -4.00222, -0.38816], [2.08149, -2.94763, -0.23343], [3.44147, -3.38594, -0.12188], [3.35778, -4.83679, 0.34220], [2.05165, -5.29323, -0.30508], [3.91444, -3.28834, -1.10151], [3.95401, -2.73592, 0.58208], [4.22968, -5.42516, 0.06212], [3.26135, -4.87074, 1.42810], [2.20105, -5.66632, -1.31955], [1.51296, -6.03476, 0.27784], [2.43740, 0.18344, -7.21717], [2.19664, 1.14434, -6.53344], [1.34903, 1.10835, -5.49953], [1.18029, 2.43313, -4.93341], [2.43057, 3.19546, -5.35319], [2.74904, 2.54629, -6.69943], [0.26691, 2.86341, -5.35109], [1.08000, 2.35483, -3.85541], [2.27947, 4.27168, -5.40032], [3.23164, 2.99858, -4.64051], [2.22068, 3.03056, -7.52345], [3.81286, 2.50859, -6.91944], [7.99500, 1.61359, -4.89380], [7.52191, 1.13227, -5.87769], [6.46642, 1.68059, -6.52686], [6.05692, 0.84098, -7.62267], [7.28170, -0.00335, -7.95698], [7.94661, -0.14202, -6.58870], [5.20838, 0.23374, -7.30149], [5.73609, 1.47518, -8.44544], [7.02734, -0.94804, -8.43270], [7.94066, 0.54794, -8.62990], [7.56079, -0.99153, -6.02357], [9.03001, -0.20153, -6.63803], [-5.33539, -1.21740, 8.19606], [-6.51613, -1.09142, 8.08578], [-7.15280, -1.22857, 6.89486], [-8.54814, -0.91739, 7.03317], [-8.85807, -1.11624, 8.51356], [-7.52697, -0.73885, 9.16279], [-8.70399, 0.11527, 6.71272], [-9.11503, -1.57755, 6.38176], [-9.70693, -0.52692, 8.85358], [-9.07729, -2.16698, 8.70642], [-7.45271, 0.33141, 9.36095], [-7.31485, -1.29028, 10.07379]]
}


[3]
{
  "formula": "C3H4FO2Ru",
  "method": "wB97M-V/def2-TZVPD",
  "spin_multiplicity": 7,
  "total_charge": 3,
  "homo_lumo_gap_ev": [7.15, 4.63],
  "symbols": ["O", "Ru", "C", "C", "H", "H", "F", "C", "O", "H", "H"],
  "xyz": [[1.45641, -0.59316, 1.32111], [0.99951, 1.29964, -1.04010], [1.89945, 0.43992, 0.70773], [0.15135, -0.91498, 1.51950], [-0.56900, -0.11671, 1.35450], [0.01928, -1.86068, 2.03502], [2.70531, 1.14619, 1.44757], [-1.64276, 0.05307, -1.79006], [-0.63918, 0.71679, -2.05147], [-2.23083, 0.30990, -0.89297], [-2.14955, -0.47997, -2.61083]]
}


[4]
{
  "formula": "CH2ClNO2S",
  "method": "wB97M-V/def2-TZVPD",
  "spin_multiplicity": 1,
  "de_lowest_kj_mol": 38.9,
  "smiles": "NC(=O)OSCl",
  "homo_lumo_gap_ev": 9.47,
  "symbols": ["N", "C", "O", "O", "S", "Cl", "H", "H"],
  "xyz": [[0.31587, 0.22264, -0.11943], [1.49402, 0.40699, 0.51319], [2.28933, -0.42984, 0.81944], [1.45240, 1.70652, 0.83746], [2.71988, 2.64090, 1.34000], [3.29621, 3.17932, -0.48586], [-0.22510, 1.00332, -0.34673], [-0.12641, -0.58230, -0.41266]]
}


[5]
{
  "formula": "C2H2Li2O2",
  "method": "wB97M-V/def2-TZVPD",
  "spin_multiplicity": 2,
  "total_charge": 1,
  "de_lowest_kj_mol": 157.4,
  "homo_lumo_gap_ev": [7.92, 8.50],
  "symbols": ["H", "O", "C", "C", "O", "Li", "Li", "H"],
  "xyz": [[-0.07488, 0.01814, -0.73628], [-2.14780, 0.09926, -0.18763], [-0.93380, 0.01307, 0.10579], [-0.37593, -1.25744, 0.50875], [-1.17421, -2.12541, 1.04294], [-0.71220, -3.11223, 2.28245], [-3.15554, -1.30557, 0.59958], [0.69316, -1.22254, 0.78582]]
}


[6]
{
  "formula": "C39H42BN8O5PS2V",
  "method": "wB97M-V/def2-TZVPD",
  "spin_multiplicity": 2,
  "de_lowest_kj_mol": 155.2,
  "homo_lumo_gap_ev": [6.20, 6.81],
  "symbols": ["V", "C", "C", "N", "C", "C", "C", "S", "N", "C", "O", "C", "C", "C", "C", "C", "C", "H", "H", "H", "H", "H", "H", "H", "H", "H", "H", "H", "H", "H", "H", "H", "S", "C", "C", "C", "C", "C", "C", "N", "C", "C", "C", "C", "C", "C", "C", "H", "H", "H", "H", "H", "H", "H", "H", "O", "C", "O", "C", "C", "C", "N", "C", "C", "C", "O", "O", "H", "H", "H", "B", "C", "N", "H", "H", "H", "C", "N", "C", "N", "C", "N", "C", "P", "C", "C", "H", "H", "H", "H", "H", "H", "H", "H", "H", "H", "H", "H", "H"],
  "xyz": [[-1.50106, -2.28018, 1.13071], [0.53354, 0.03650, 4.86244], [1.70826, -0.75840, 4.33364], [1.88158, -0.65276, 2.89468], [2.90473, 0.29000, 2.35559], [2.81474, 1.66328, 3.05321], [1.34057, -1.45147, 1.97750], [0.32556, -2.78290, 2.57508], [1.72440, -1.40349, 0.70499], [1.00600, -1.69747, -0.32388], [-0.27781, -1.86997, -0.30278], [1.51970, -1.75151, -1.67604], [0.67265, -1.97448, -2.86072], [1.17024, -1.86399, -4.13309], [2.58653, -1.60687, -4.25949], [3.40823, -1.37627, -3.13167], [2.85879, -1.46661, -1.87137], [0.65137, 0.16399, 5.97088], [-0.41259, -0.38284, 4.52612], [0.41143, 0.99076, 4.26192], [1.46398, -1.78564, 4.53602], [2.65630, -0.42900, 4.78892], [2.89209, 0.34881, 1.25127], [3.85522, -0.19483, 2.51310], [1.87661, 2.05364, 2.88495], [3.52431, 2.46659, 2.90256], [2.76666, 1.45776, 4.16180], [-0.36722, -2.23278, -2.76552], [0.48354, -2.09437, -4.99369], [2.89719, -1.42264, -5.34305], [4.48303, -1.26663, -3.19979], [3.65725, -1.28572, -1.16791], [-5.15392, -4.47344, 2.92557], [-5.59851, -2.84912, 2.95048], [-6.85022, -2.34570, 3.10066], [-6.95439, -0.96955, 2.88237], [-5.84743, -0.16318, 2.88292], [-4.53988, -0.69147, 2.76367], [-4.40694, -2.12066, 2.79289], [-3.24521, -2.85327, 2.46719], [-3.50193, -4.12977, 2.43388], [-2.44136, -5.02429, 1.91511], [-2.49770, -6.38714, 1.92365], [-1.64245, -7.19585, 1.17107], [-0.74049, -6.58415, 0.36224], [-0.69988, -5.18748, 0.40968], [-1.53024, -4.33513, 1.13228], [-7.71220, -3.02293, 3.18851], [-7.97748, -0.51162, 2.71236], [-5.97990, 0.89015, 2.84441], [-3.58353, -0.04703, 2.67541], [-3.24931, -6.88359, 2.52435], [-1.72073, -8.29570, 1.16172], [-0.08787, -7.04302, -0.36733], [-0.07446, -4.61174, -0.20593], [-0.46745, 2.21394, -2.52991], [-1.45623, 2.99356, -2.28973], [-1.45982, 4.25632, -2.39628], [-2.57624, 2.21412, -1.69268], [-3.74346, 2.79006, -1.08017], [-4.64185, 1.83629, -0.54725], [-4.50869, 0.51407, -0.44905], [-3.48793, 0.06852, -1.11417], [-2.55488, 0.85026, -1.77899], [-3.08918, -1.38336, -1.17636], [-2.90291, -2.11806, -2.08979], [-2.96892, -1.93346, 0.08532], [-3.99704, 3.83627, -1.09041], [-5.49318, 2.20680, -0.20059], [-1.71452, 0.27464, -2.08940], [-0.34191, 2.29337, 0.99704], [-0.99281, 0.91902, 1.36529], [-1.47912, -0.02869, 1.71640], [0.83976, 2.05072, 0.65925], [-1.02564, 2.81971, 0.15736], [-0.17516, 2.90564, 1.99725], [2.45133, 3.19443, -1.40936], [2.15309, 3.39873, -2.81624], [2.93316, 2.32207, -3.48543], [4.36969, 2.44937, -3.25212], [4.63548, 2.30736, -1.82639], [3.88759, 3.34495, -1.10290], [4.32115, 4.67506, -1.39881], [4.11714, 5.26933, -3.17592], [2.28866, 4.75680, -3.28056], [4.84853, 3.62633, -3.88958], [2.05423, 2.27047, -1.01614], [1.86698, 3.91550, -0.79655], [0.27790, 2.76580, -2.95789], [2.61181, 2.38802, -4.59044], [2.57328, 1.49765, -2.86506], [5.70940, 2.48104, -1.59484], [4.40826, 1.27163, -1.41960], [5.40587, 4.79079, -1.17872], [3.72198, 5.35836, -0.87451], [1.96766, 4.93071, -4.29706], [1.70960, 5.47776, -2.66671], [5.91036, 3.81590, -3.90966], [4.53426, 3.50737, -4.95220]]
}